86
Properties=species:S:1:pos:R:3:forces:R:3 method="wB97M-V/def2-TZVPD" e_homo_ev="-9.973 / -9.947" relative_energy_ev=0.728 spin_multiplicity=4 homo_lumo_gap_ev="7.8 / 7.8" total_charge=+1 lumo_ev="-2.15 / -2.15" total_energy_ev=-75771.2349
O 1.5091 -1.7623 -1.1956 -0.397 -0.431 -0.565
O -0.4410 -2.7282 -2.2303 -0.931 -0.050 0.004
C 2.3332 -1.3144 -2.3397 -0.070 -0.199 0.275
C 3.6849 -0.8381 -1.8714 0.153 0.187 -0.082
H 1.7456 -0.5168 -2.8176 0.142 -0.182 0.342
H 2.4229 -2.1475 -3.0526 -0.034 0.198 0.189
H 3.5832 0.0224 -1.1956 0.054 -0.350 -0.095
H 4.2575 -0.5091 -2.7470 -0.075 -0.067 0.168
H 4.2560 -1.6458 -1.3896 -0.170 0.318 -0.080
C 1.9609 -2.9741 -0.4841 0.299 0.688 0.039
C 2.2778 -4.1037 -1.4307 0.122 -0.368 -0.186
H 1.1326 -3.2164 0.2024 0.281 0.155 -0.274
H 2.8265 -2.6733 0.1191 -0.252 -0.158 -0.094
H 1.4433 -4.2861 -2.1238 0.338 -0.007 0.220
H 2.4363 -5.0190 -0.8469 0.032 0.174 -0.149
H 3.1893 -3.9103 -2.0162 -0.284 -0.125 0.251
C -1.5100 -3.2644 -1.3228 0.516 0.449 -0.621
C -0.7060 -2.5096 -3.6771 -0.048 0.023 0.544
C -1.3238 -4.7492 -1.1764 -0.036 -0.377 0.063
H -2.4743 -2.9861 -1.7657 0.267 -0.027 0.079
H -1.3753 -2.7234 -0.3787 -0.043 -0.059 -0.247
H -1.4105 -5.2506 -2.1495 0.073 0.088 0.391
H -2.1063 -5.1471 -0.5213 0.102 0.058 -0.080
H -0.3512 -4.9939 -0.7233 -0.332 0.090 -0.189
C -0.7627 -3.8385 -4.3879 -0.037 -0.162 -0.215
H 0.1278 -1.8892 -4.0231 -0.206 -0.131 0.172
H -1.6368 -1.9324 -3.7571 0.261 -0.125 0.049
H 0.1180 -4.4556 -4.1477 -0.341 0.219 -0.093
H -0.7643 -3.6587 -5.4699 -0.033 -0.049 0.206
H -1.6813 -4.3875 -4.1402 0.306 0.110 -0.104
H 0.4084 -2.1825 -1.7381 0.302 0.278 0.110
Er -0.0214 1.1583 1.1639 0.549 0.829 -1.463
C -0.6384 0.9777 -1.0906 0.193 -0.451 -0.194
Si -1.7732 1.8501 -2.2647 -0.073 -0.024 -0.459
H 0.3961 1.0378 -1.5023 -0.229 0.078 0.167
H -0.8868 -0.1059 -1.1468 -0.038 0.093 -0.092
C -1.0573 1.7705 -4.0190 0.060 0.046 -0.249
C -2.1145 3.6679 -1.9477 0.093 0.190 -0.015
C -3.4552 0.9922 -2.2640 -0.114 -0.119 -0.038
C 2.0034 0.3457 1.7954 0.318 0.110 0.008
Si 1.5458 -0.8486 3.1257 1.683 0.780 -0.029
H 2.2361 1.3913 2.1419 -0.009 -0.837 0.045
H 2.7898 0.0477 1.0910 -0.142 -0.145 0.264
C 2.8372 -2.2155 3.1798 0.080 -0.344 0.143
C -0.1567 -1.6535 2.9428 -0.502 -0.338 0.046
C 1.6012 0.0795 4.7555 -0.107 -0.170 0.242
H -3.3409 -0.1001 -2.2430 -0.072 0.103 -0.020
H -4.0448 1.2498 -3.1572 0.157 -0.032 0.256
H -4.0476 1.2813 -1.3853 0.053 -0.079 -0.176
H 0.0027 2.0619 -4.0165 -0.162 -0.040 0.049
H -1.5623 2.4478 -4.7225 0.025 -0.124 0.209
H -1.1133 0.7679 -4.4655 0.012 0.061 0.156
H -1.1932 4.1889 -1.6580 -0.185 0.027 -0.005
H -2.8688 3.8286 -1.1664 0.163 -0.009 -0.146
H -2.4968 4.1392 -2.8691 0.128 -0.159 0.313
H 0.0146 -2.7234 2.7442 -0.169 0.237 -0.015
H -0.8537 -1.3057 2.1548 0.163 -0.051 0.177
H -0.6944 -1.5942 3.9010 0.021 -0.056 -0.273
H 1.4791 -0.6071 5.6031 -0.007 0.175 -0.037
H 0.8411 0.8659 4.8486 0.168 -0.128 -0.016
H 2.5869 0.5567 4.8356 -0.217 -0.098 0.015
H 2.8916 -2.6934 4.1669 -0.054 0.011 -0.172
H 3.8258 -1.7852 2.9717 -0.243 -0.024 0.071
H 2.6666 -3.0120 2.4440 -0.012 0.098 0.109
C -1.5628 1.8607 3.6486 -0.423 0.167 -0.033
N -1.8525 2.0267 2.2026 -0.764 0.249 0.597
C -3.0566 1.2527 1.8142 -0.025 0.425 0.101
C -1.9307 3.4828 1.8217 -0.274 -0.229 0.182
C -0.5584 4.1418 1.8768 0.000 1.151 0.483
C -0.4271 5.4357 2.4128 -0.242 -0.338 0.103
C 0.8314 6.0336 2.5156 -0.161 -0.108 -0.201
C 1.9547 5.3464 2.0608 0.031 -0.408 -0.257
C 1.8113 4.0551 1.5145 0.301 1.207 0.468
C 0.5647 3.4611 1.4207 -0.448 -1.710 -0.355
H -1.4493 0.7888 3.8877 -0.021 0.360 -0.074
H -2.4024 2.2616 4.2427 0.268 -0.137 -0.028
H -0.6472 2.4059 3.9205 -0.270 -0.132 -0.154
H -3.9396 1.6148 2.3678 0.155 -0.193 -0.159
H -3.2421 1.3590 0.7347 0.127 0.011 0.365
H -2.9090 0.1841 2.0440 -0.049 0.317 0.007
H -2.3692 3.5414 0.8121 0.267 -0.152 0.311
H -2.6478 3.9691 2.5052 0.191 0.006 -0.133
H -1.3187 5.9416 2.7899 0.264 0.048 -0.077
H 0.9359 7.0333 2.9384 -0.071 -0.284 -0.081
H 2.9412 5.8059 2.1342 -0.239 -0.102 0.002
H 2.7057 3.5275 1.1853 -0.105 0.074 0.035